16
Properties=species:S:1:pos:R:3 method="wB97M-V/def2-TZVPD" relative_energy_kj_mol=271.1 smiles="CC1(C)CN=NN1"
C 0.580 -0.823 1.317
C -0.020 -0.063 0.076
C -0.017 1.481 0.371
C 0.633 -0.244 -1.287
N -0.452 -0.582 -2.235
N -1.509 -0.732 -1.609
N -1.330 -0.571 -0.259
H -0.028 -0.527 2.352
H 1.578 -0.690 1.509
H 0.264 -1.849 1.258
H -0.861 1.901 1.017
H -0.036 1.883 -0.725
H 0.829 1.767 0.906
H 1.146 0.594 -1.689
H 1.362 -0.957 -1.425
H -2.138 -0.590 0.424



16
Properties=species:S:1:pos:R:3 method="wB97M-V/def2-TZVPD" relative_energy_kj_mol=567.6
C -0.437 -0.045 -0.435
N 0.801 -0.041 0.259
C -1.098 -0.418 0.879
N -1.859 0.547 1.514
C 2.276 0.666 -1.458
C -0.843 -1.646 1.382
N 1.831 0.844 -2.615
H 1.687 0.820 -0.468
H -1.869 0.502 2.523
H -1.741 1.488 1.176
H 0.834 1.069 -2.638
H -0.832 0.927 -0.772
H -0.582 -0.792 -1.232
H 3.315 0.384 -1.280
H -0.254 -2.351 0.819
H -1.229 -1.955 2.346



16
Properties=species:S:1:pos:R:3 method="wB97M-V/def2-TZVPD" relative_energy_kj_mol=184.0 smiles=C[C@@](N)(C#N)CN
C 0.199 0.844 -1.355
C -0.151 0.447 0.127
N 0.024 1.612 0.926
C -1.532 0.045 0.129
N -2.594 -0.369 -0.134
C 0.694 -0.837 0.702
N 0.260 -2.132 0.169
H 1.066 0.350 -1.790
H -0.581 0.631 -2.044
H 0.127 1.887 -1.443
H 0.913 1.979 0.878
H -0.243 1.605 1.827
H 1.689 -0.699 0.478
H 0.378 -0.886 1.871
H -0.755 -2.262 0.489
H 0.504 -2.215 -0.829



16
Properties=species:S:1:pos:R:3 method="wB97M-V/def2-TZVPD" relative_energy_kj_mol=417.3 smiles="[H]/N=C/N(N)C(=C)C"
H 3.263 -0.500 -0.092
N 2.362 -0.772 0.084
C 1.782 0.423 -0.055
N 0.401 0.567 -0.228
N -0.219 1.746 0.000
C -0.474 -0.573 -0.198
C -0.093 -1.863 -0.096
C -2.050 -0.193 -0.040
H 2.336 1.453 -0.063
H -0.257 2.077 0.992
H 0.343 2.599 -0.592
H -0.901 -2.568 0.275
H 0.973 -1.938 -0.140
H -2.628 -1.034 -0.098
H -2.530 0.062 1.056
H -2.308 0.513 -0.803



17
Properties=species:S:1:pos:R:3 method="wB97M-V/def2-TZVPD" relative_energy_kj_mol=674.3
C 2.137 0.002 -1.395
C 0.446 0.697 1.870
C -0.296 -0.488 -0.394
C -0.251 0.058 0.753
N -1.023 -0.840 -1.432
O 1.532 -0.646 -0.321
N -2.024 -0.227 1.247
N -2.976 0.355 0.774
H -1.666 -1.606 -1.286
H -0.825 -0.555 -2.377
H -3.905 0.211 1.229
H 3.212 -0.225 -1.389
H 1.755 -0.344 -2.372
H 2.017 1.098 -1.363
H -0.279 1.264 2.456
H 0.886 -0.069 2.509
H 1.259 1.315 1.491



17
Properties=species:S:1:pos:R:3 method="wB97M-V/def2-TZVPD" relative_energy_kj_mol=452.5 smiles="C=C(N)NC.N#CO"
C -1.727 0.094 0.985
C -0.900 -0.004 -0.067
N -1.279 -0.166 -1.399
N 0.600 -0.459 0.168
C 1.087 -0.848 1.489
H -1.345 0.277 1.975
H -2.711 0.504 0.823
H -2.283 -0.252 -1.496
H -0.777 -0.248 -2.269
H 0.790 -1.206 -0.496
H 2.119 -1.186 1.400
H 1.008 0.014 2.150
H 0.487 -1.663 1.900
N 0.284 2.132 -0.569
C 1.170 1.329 -0.647
O 2.003 0.828 -1.553
H 1.473 0.854 -2.394



17
Properties=species:S:1:pos:R:3 method="wB97M-V/def2-TZVPD" relative_energy_kj_mol=574.4 smiles="CN(C)N1N=CCO1"
C -1.499 0.729 0.502
N -0.603 -0.420 0.786
C -0.367 -0.768 2.179
N 0.411 -0.716 0.027
N 1.466 0.521 -0.105
C 1.639 0.668 -1.332
C 0.859 -0.228 -2.263
O -0.015 -0.898 -1.357
H -1.415 0.910 -0.538
H -2.487 0.498 0.806
H -1.297 1.614 1.193
H -1.172 -0.159 2.752
H -0.617 -1.871 2.086
H 0.633 -0.597 2.582
H 2.470 1.333 -1.469
H 0.361 0.262 -3.021
H 1.634 -0.877 -2.829



17
Properties=species:S:1:pos:R:3 method="wB97M-V/def2-TZVPD" relative_energy_kj_mol=365.1
C 2.862 -0.151 -0.171
C 0.593 -1.082 -0.075
C -1.485 0.003 -0.140
C -2.923 -0.208 0.248
H 2.971 0.825 -0.748
H 3.449 -0.318 0.817
H 2.954 -1.067 -0.992
H 0.061 1.216 0.138
H 1.071 -2.085 -0.327
H -3.545 0.771 0.326
H -2.990 -0.549 1.309
H -3.466 -0.926 -0.363
H -1.714 1.849 -0.823
N 1.449 -0.077 0.112
N -0.763 -1.052 0.053
N -1.008 1.081 -0.673
O 1.148 1.156 0.631



17
Properties=species:S:1:pos:R:3 method="wB97M-V/def2-TZVPD" relative_energy_kj_mol=120.5
C -0.743 0.713 -0.023
C -1.812 0.759 1.064
N 0.548 0.387 0.564
C 1.317 -0.436 -0.181
N 2.574 -0.743 0.253
C -1.096 -0.375 -1.082
N 0.727 -0.935 -1.206
O -1.521 -0.069 -2.177
H 0.980 1.087 1.157
H -0.699 1.673 -0.552
H 3.021 -0.132 0.919
H 3.182 -1.225 -0.383
H 1.149 -1.668 -1.745
H -1.402 -1.329 -0.598
H -2.779 0.972 0.620
H -1.861 -0.209 1.570
H -1.585 1.530 1.801



18
Properties=species:S:1:pos:R:3 method="wB97M-V/def2-TZVPD" relative_energy_kj_mol=288.9
C -0.946 -2.159 -0.544
N -0.588 -0.826 -0.108
C -1.417 0.199 -0.255
O -2.611 0.356 -0.420
H -0.218 -2.871 -0.151
H -0.963 -2.252 -1.636
H -1.935 -2.437 -0.167
C 1.689 0.442 -0.871
C 0.699 0.635 0.238
N 1.181 0.744 1.481
O -0.911 2.206 1.005
N -0.490 1.339 -0.058
H -1.881 2.142 0.974
H 2.059 0.313 1.715
H 0.527 0.962 2.220
H 2.286 -0.453 -0.694
H 2.350 1.313 -0.912
H 1.169 0.345 -1.818



19
Properties=species:S:1:pos:R:3 method="wB97M-V/def2-TZVPD" relative_energy_kj_mol=400.5
C -1.023 -0.159 -1.157
C -1.655 1.204 -0.727
C -0.031 -0.694 -0.166
C 0.179 -2.010 0.445
N -1.764 1.374 0.674
N -1.331 0.691 1.500
N 1.836 0.840 1.359
O 2.592 -0.592 -0.522
O 1.334 1.507 -0.969
S 1.463 0.303 -0.260
H -1.906 -0.756 -1.290
H -0.553 0.175 -2.029
H -1.059 1.946 -1.110
H -2.584 1.330 -1.146
H 0.124 -1.931 1.530
H 1.164 -2.563 0.240
H -0.614 -2.720 0.128
H 1.627 1.786 1.454
H 2.200 0.270 2.046



20
Properties=species:S:1:pos:R:3 method="wB97M-V/def2-TZVPD" relative_energy_kj_mol=64.0
H 0.751 1.927 -2.358
N 1.115 1.770 -1.381
C 1.381 0.618 -0.946
C 0.854 -0.677 -1.627
C -0.024 -1.527 -0.647
C 0.827 -1.833 0.562
O 1.702 -2.614 0.500
O 0.564 -1.172 1.650
H 1.741 0.394 0.009
H 1.687 -1.294 -2.024
H 0.260 -0.554 -2.580
H -0.932 -0.808 -0.447
H -0.342 -2.334 -1.219
H -0.056 -0.442 1.625
O -0.362 2.700 0.781
N -0.260 1.397 1.070
N -1.066 0.915 1.831
O -1.970 1.718 2.545
H 0.445 2.898 0.174
H -2.127 1.304 3.421